Entry from the OMol25 dataset: a 6-piece molecular cluster, C10H23Cl10NOPS overall at a distorted geometry (ωB97M-V/def2-TZVPD).

Values from the calculation:
E	-5866.2267	a.u.
relative energy (zero: lowest compared OMol25 entry of this formula, charge and spin)	37.98	kcal per mole
Kohn-Sham gap	6.427	eV
total charge	-1
HOMO level	-4.59	eV

Last column: natural (NBO) charge in e.
Positions of all 47 atoms, in Å:
C -2.219149 -0.296607 0.030681  -0.615
C -0.877926 0.476405 -0.007636  -0.422
C -0.993256 1.907950 0.539537  -0.427
C -1.180564 2.911010 -0.624782  -0.045
O -0.139998 2.845326 -1.554620  -0.854
P 1.373314 3.589649 -1.041004  0.879
N 2.168645 2.999025 -2.731980  -0.659
C 1.394151 3.089334 -3.624647  0.235
S 0.545174 3.576249 -4.913554  -0.262
H -2.446171 -0.780598 -0.919389  0.196
H -3.017331 0.417018 0.231513  0.195
H -2.204956 -1.096783 0.775105  0.200
H -0.526073 0.481621 -1.037587  0.225
H -0.106367 -0.031634 0.567241  0.199
H -0.136375 2.172856 1.153509  0.208
H -1.902814 1.994208 1.144041  0.179
H -1.401723 3.924609 -0.278700  0.163
H -2.077241 2.549484 -1.150386  0.158
H 0.995103 4.802965 -1.728354  -0.126
H 0.825822 4.054720 0.214673  -0.155
H 1.796336 2.369130 -0.424852  -0.125
H 2.645539 4.201808 -0.715735  -0.151
C -3.598668 5.790570 -1.900306  -0.395
Cl -3.596462 4.051338 -2.197976  -0.003
Cl -3.250614 6.179654 -0.208308  -0.035
H -2.839544 6.247250 -2.525495  0.229
H -4.576780 6.186468 -2.148299  0.209
C -0.462336 -3.290415 3.011125  -0.401
Cl 0.441840 -2.821278 1.574181  -0.018
Cl -2.017656 -2.446621 3.088345  -0.031
H -0.645052 -4.358728 2.973536  0.223
H 0.117023 -3.040576 3.892891  0.221
C 3.403129 -4.629016 0.356682  -0.395
Cl 4.709603 -4.356457 -0.806880  -0.036
Cl 4.013061 -4.739634 2.008027  -0.022
H 2.706268 -3.800730 0.300534  0.232
H 2.902146 -5.556868 0.106650  0.220
C -2.169114 -6.498916 1.241933  -0.396
Cl -0.847773 -6.229997 0.102376  -0.015
Cl -1.579158 -6.636656 2.905385  -0.029
H -2.854859 -5.660797 1.185915  0.230
H -2.677186 -7.418736 0.977766  0.222
C 4.170006 -0.668932 0.333227  -0.401
Cl 4.239968 -1.339661 1.976818  -0.058
Cl 2.661859 0.202846 0.067339  0.018
H 5.002650 0.011880 0.198993  0.220
H 4.237565 -1.483075 -0.380284  0.215

Forces on atoms 1 to 6 (eV/Å):
0.5 0.0 -0.1
-0.2 -0.2 0.2
-0.3 0.4 -0.6
-0.1 -1.4 0.0
0.3 0.3 0.3
-0.1 0.9 1.4